Below is 12 unconnected molecules or ions with the total composition C44H64F24O28 at a distorted geometry, with properties calculated with ωB97M-V with the def2-TZVPD basis set.

DFT total energy = -6218.6097 Ha
Max |F| = 4.998 eV/A
HOMO-LUMO gap = 11.010 eV
Molecular weight = 1496.9 g/mol
HOMO = -10.6 eV

Each line ends with the Löwdin charge.
Atoms and positions in Å:
C 0.4929 2.6288 6.2673  -0.02
O 0.4129 1.2416 5.8489  -0.03
C 1.2195 0.9663 4.7758  -0.62
O 2.0538 1.7236 4.3616  0.11
O 0.9523 -0.2348 4.3006  0.01
C 1.8598 -0.5478 3.1742  0.01
H 1.4531 3.0499 6.0196  0.09
H 0.2893 2.6699 7.3391  0.09
H -0.3952 3.0974 5.8116  0.09
H 1.7633 0.1648 2.3453  0.09
H 1.5841 -1.5710 2.9183  0.08
H 2.9239 -0.4612 3.5179  0.11
C -3.5588 2.1406 -2.6338  0.01
O -4.7219 2.6968 -1.9566  0.01
C -5.6902 1.8257 -1.8490  -0.61
O -5.6536 0.6943 -2.3423  0.07
O -6.7617 2.3293 -1.2354  0.00
C -7.9725 1.5529 -1.5121  -0.01
H -2.8386 2.9399 -2.6376  0.07
H -3.7435 1.8531 -3.6759  0.10
H -3.2757 1.2855 -1.9942  0.10
H -7.7252 0.5104 -1.2972  0.07
H -8.2884 1.6901 -2.5484  0.10
H -8.7883 2.0039 -0.8726  0.11
C -2.5000 -0.7730 5.8807  -0.02
O -2.5096 -1.1680 4.4947  -0.02
C -3.7427 -1.2838 4.0031  -0.57
O -4.7449 -1.0563 4.6545  0.10
O -3.7106 -1.7321 2.7044  -0.04
C -5.0414 -2.0327 2.2484  -0.03
H -3.0436 0.1526 6.0136  0.09
H -1.4190 -0.6106 6.0049  0.09
H -2.9085 -1.5751 6.5176  0.11
H -5.7728 -1.3383 2.7069  0.10
H -5.2931 -3.0227 2.6289  0.11
H -5.0199 -1.9243 1.1856  0.07
C -1.7447 -0.7698 0.6803  -0.08
O -0.6161 -0.3192 0.0091  -0.01
C 0.3701 -1.1950 -0.2159  -0.62
O 0.2582 -2.4295 -0.0642  0.08
O 1.3898 -0.5718 -0.6660  0.00
C 2.6572 -1.2066 -0.8343  0.01
H -2.6210 -0.1834 0.4727  0.08
H -1.5518 -0.7814 1.7710  0.10
H -2.0208 -1.7972 0.4044  0.08
H 3.3883 -0.4073 -0.9616  0.08
H 2.5910 -1.7885 -1.7865  0.11
H 2.7693 -1.7858 0.1058  0.11
C 2.9342 -3.6053 -5.3518  -0.05
C 2.4470 -2.2713 -5.9016  -0.16
O 3.1442 -1.1194 -5.2978  0.04
C 2.3993 -0.5178 -4.3934  -0.45
O 1.4014 -0.9053 -3.9765  0.19
C 3.1415 0.7782 -3.9351  -0.53
F 3.2673 1.6542 -4.9387  0.18
F 2.4913 1.3202 -2.9262  0.17
F 4.4017 0.5312 -3.5060  0.15
H 4.0262 -3.4707 -5.2753  0.09
H 2.6900 -4.3962 -6.0137  0.06
H 2.5949 -3.9631 -4.3527  0.09
H 1.3812 -2.0398 -5.8454  0.11
H 2.8518 -2.2118 -6.9129  0.13
C -0.8410 -3.9250 3.3938  -0.05
C 0.0878 -4.5593 2.4229  -0.13
O 0.7946 -5.7282 3.1384  0.02
C 1.7371 -5.3267 3.9510  -0.43
O 2.2049 -4.2314 4.0712  0.14
C 2.1876 -6.6010 4.7786  -0.55
F 3.3526 -6.4709 5.4263  0.16
F 1.2462 -6.8753 5.6791  0.16
F 2.2838 -7.6256 3.9395  0.17
H -0.2665 -3.2562 4.0787  0.09
H -1.4143 -4.6782 3.9647  0.10
H -1.5389 -3.3857 2.7708  0.06
H 0.9151 -3.9327 2.0734  0.11
H -0.3854 -5.1299 1.6438  0.12
C 8.3930 4.5295 1.5475  -0.05
C 8.5155 3.6248 0.3836  -0.20
O 7.3161 2.8194 0.3327  0.01
C 6.3325 3.2853 -0.4253  -0.37
O 6.3348 4.2159 -1.1957  0.16
C 5.0491 2.3890 -0.3153  -0.57
F 5.4371 1.1268 -0.4605  0.16
F 4.6059 2.5277 0.9838  0.13
F 4.1149 2.6418 -1.1399  0.24
H 7.9675 3.8883 2.3313  0.08
H 7.7028 5.3792 1.3650  0.10
H 9.3789 4.9023 1.7768  0.08
H 9.3105 2.9183 0.3684  0.12
H 8.5437 4.1666 -0.5415  0.11
C -4.8294 5.8280 0.7629  -0.06
C -4.0415 4.6502 0.4368  -0.22
O -3.1198 4.3587 1.5277  0.05
C -2.5567 3.1857 1.4012  -0.44
O -2.7332 2.4001 0.5503  0.18
C -1.5400 2.9297 2.6010  -0.55
F -2.2531 2.3138 3.5689  0.15
F -0.5951 2.1236 2.1954  0.20
F -1.0940 4.0802 3.1143  0.16
H -5.5309 5.6031 1.5674  0.09
H -5.4231 6.1532 -0.0455  0.07
H -4.0924 6.6219 1.0550  0.11
H -3.4419 4.7043 -0.4988  0.13
H -4.6329 3.7351 0.2905  0.12
C 6.9667 0.6059 3.2253  -0.05
C 7.4485 -0.2140 2.1269  -0.17
O 7.4550 -1.6805 2.4928  0.04
C 6.3146 -2.2683 2.2191  -0.42
O 5.2756 -1.7530 1.9034  0.15
C 6.5033 -3.7777 2.3289  -0.59
F 6.8927 -4.2748 1.1415  0.17
F 7.3767 -4.0611 3.2727  0.19
F 5.3200 -4.2521 2.6486  0.19
H 5.9004 0.6252 3.1968  0.07
H 7.3488 1.6362 3.1161  0.08
H 7.3182 0.1002 4.1384  0.11
H 8.5066 -0.1259 1.9394  0.13
H 6.8541 -0.1484 1.2250  0.11
C -1.8028 -1.0989 -2.9081  -0.05
C -2.5920 -1.2577 -4.1821  -0.17
O -1.6921 -1.2456 -5.3261  0.05
C -1.7093 -0.0839 -5.9484  -0.45
O -2.2442 0.9191 -5.7233  0.20
C -0.9437 -0.2105 -7.2799  -0.49
F 0.0861 0.7152 -7.2797  0.12
F -0.3446 -1.3968 -7.4636  0.14
F -1.7065 -0.0073 -8.3523  0.18
H -1.0303 -1.9144 -2.8765  0.11
H -2.4944 -1.2094 -2.0679  0.07
H -1.2663 -0.1356 -2.8579  0.09
H -3.3224 -0.4675 -4.3480  0.11
H -3.1291 -2.2350 -4.1967  0.12
C -7.7675 -2.5605 -1.3896  -0.08
C -6.4726 -2.6466 -2.0127  -0.20
O -5.6825 -3.5199 -1.1282  0.02
C -4.4751 -3.8836 -1.5654  -0.40
O -3.9583 -3.7541 -2.5937  0.19
C -3.7237 -4.7712 -0.4566  -0.50
F -2.8169 -4.0313 0.1969  0.15
F -4.6051 -5.3446 0.4115  0.14
F -3.0469 -5.7262 -1.0821  0.17
H -7.6214 -2.3774 -0.3045  0.10
H -8.3191 -3.4932 -1.4350  0.09
H -8.3627 -1.7390 -1.8087  0.09
H -5.9793 -1.6993 -1.9770  0.10
H -6.4901 -3.0449 -3.0155  0.13
C -0.0104 4.5487 -0.1755  -0.02
C 0.2679 3.3867 -1.1362  -0.14
O -0.3531 3.6047 -2.4489  0.00
C 0.3834 4.3096 -3.3242  -0.39
O 1.4646 4.7926 -3.2093  0.18
C -0.3120 4.3030 -4.7015  -0.56
F 0.5241 3.8771 -5.6469  0.18
F -1.3361 3.4486 -4.6831  0.15
F -0.7376 5.5176 -5.0273  0.18
H 0.6088 5.3954 -0.4212  0.08
H 0.0723 4.2993 0.9079  0.08
H -1.0587 4.8313 -0.2770  0.07
H -0.2280 2.4399 -0.8984  0.12
H 1.3376 3.2443 -1.2886  0.11

Forces on the atoms, in the same order (eV/Å):
C -1.5035 -0.5780 0.2341
O 0.7927 -0.1378 -0.7243
C -0.6289 0.5945 1.2339
O 0.2069 0.1215 -0.2983
O 0.6838 0.1115 -0.8874
C 0.5352 -0.1082 0.7741
H -0.0008 0.2715 -0.1679
H 0.3425 -0.3029 -0.0300
H 0.7498 0.3588 -0.1522
H -0.4161 -0.2025 0.2667
H 0.2244 0.1787 -0.1349
H -1.0298 -0.3647 -0.2077
C 0.0029 -0.3349 0.6664
O 0.0626 0.2959 -0.2751
C -0.6003 -1.9089 -1.4347
O -0.0682 1.2276 0.8635
O -0.4082 0.0316 -0.2906
C -0.2990 0.8214 0.9681
H 0.3562 0.0902 0.2351
H -0.3260 -0.0357 0.4271
H 0.4127 0.3921 -0.7335
H -0.5525 0.2099 0.0029
H 0.3347 -0.1292 -0.0006
H 1.1511 -0.7277 -0.4599
C 1.2192 -0.2258 -0.2043
O -0.8436 -0.1888 -0.7480
C -0.3346 -0.2641 0.2180
O 0.6941 -0.2551 -0.8966
O -0.2697 0.7820 1.6865
C -0.3756 0.3928 1.0993
H -0.1478 0.0905 0.0729
H -0.5210 -0.0460 0.5938
H 0.2196 0.3934 -0.2900
H 0.4840 -0.2417 -0.4505
H -0.0883 -0.1491 -0.5191
H -0.0796 -0.2979 -0.6254
C -0.8259 -1.8218 1.4880
O 0.9562 0.7902 -0.7377
C -1.9363 -3.7353 0.5220
O 0.4863 2.5640 -0.0118
O 0.9980 2.3069 -0.6417
C -0.7422 -0.8921 -0.0720
H 0.0748 0.8175 -0.2167
H -0.1620 0.1300 -0.5032
H 0.3972 0.1885 -0.0115
H -0.1256 -0.1561 0.2797
H 0.3228 -0.0211 1.0654
H 0.7139 -0.0683 -0.9935
C 0.5949 0.8550 1.6877
C 0.6144 0.1418 -0.4019
O -0.2112 -0.5957 -0.2676
C 4.5900 1.4463 -1.3477
O -4.3347 -0.8763 2.1311
C 0.6792 -0.0873 -0.2050
F -0.4286 -0.0702 0.1318
F -0.4765 0.4346 0.2212
F -0.3769 -0.3638 -0.0693
H -0.2815 -0.5008 -0.1482
H -0.0737 -0.6393 -0.9151
H -0.0972 0.8152 -0.5428
H 0.2521 -0.4870 -0.2080
H -0.5544 -0.0285 -0.1282
C 0.2147 0.3039 0.4879
C 1.5709 -1.8796 0.7857
O -0.6171 1.2215 -0.4134
C 0.6604 -0.9034 0.4244
O 0.0578 0.0662 0.2393
C 0.1336 0.9052 -0.4342
F -0.3473 0.2358 -0.3209
F -0.2540 -0.1437 0.3446
F 0.2087 -0.5156 -0.0271
H -0.7641 -0.3961 -0.4675
H 0.3436 0.3072 -0.2510
H -0.3599 0.6356 0.1902
H -0.5923 -0.0013 -0.1812
H -0.2528 0.2790 -0.4829
C -0.4730 0.0866 0.5318
C -1.0264 0.2650 -1.2295
O -0.8116 -0.2049 -0.2483
C -0.8997 0.4054 -1.4814
O 0.3761 -0.5246 0.9462
C 2.4596 0.1123 2.8462
F -0.0922 -0.9369 -0.1260
F -0.1875 -0.1194 -0.9034
F -1.2967 0.7663 -1.0820
H 0.3913 0.5998 0.3460
H 0.4188 -0.5728 -0.0015
H 0.1935 0.2431 0.5143
H 0.7234 -0.4663 0.4912
H 0.2448 0.3507 -0.5437
C 0.7784 1.2874 1.6312
C 0.5747 -2.2713 -1.2524
O -0.3985 0.6177 -0.0903
C 1.5126 1.2221 2.2763
O -0.2291 -1.8109 -1.6754
C -2.4727 0.4254 -0.5995
F 0.2881 -0.1039 0.1598
F 0.9098 -0.0499 0.1761
F 0.5682 -0.4684 -0.1497
H 0.2380 0.2071 0.2425
H -0.4639 0.4019 -1.1592
H -1.0328 -0.3249 -0.1040
H -0.2557 0.3346 0.5822
H -0.0648 0.4280 0.1004
C 0.2616 0.5373 1.0629
C 1.0535 -2.1748 -1.0178
O -0.3570 1.4038 -0.4337
C 0.1111 0.3087 -0.1336
O 0.2059 -0.1130 -0.0368
C -0.7737 1.0515 -0.3162
F 0.1139 -0.2153 0.3639
F 0.4944 -0.7184 0.1713
F -0.5200 -1.1963 0.1402
H -0.8070 0.1495 0.3077
H -0.1239 -0.4746 0.3082
H -0.1487 0.7377 0.0344
H 0.2500 0.5404 -0.2839
H 0.1196 0.2082 -0.2107
C 0.8020 -0.5546 -0.1367
C -0.5723 -0.8291 0.2270
O -0.5977 0.3029 0.4615
C 1.7127 -2.9905 -2.2345
O -1.7553 2.9382 1.3365
C 2.0772 0.2488 -0.5548
F -1.1623 -0.5991 -0.0603
F -0.1913 -0.0345 0.1979
F -0.1149 0.3413 0.4131
H -0.7122 0.7171 0.2075
H 0.2295 0.0775 0.0310
H -0.3356 -0.3201 0.0223
H -0.0209 -0.0231 0.2400
H 0.6222 0.7196 -0.1340
C -1.9648 0.3249 1.7360
C 1.7931 -0.4540 -0.0321
O 0.7079 0.0011 -0.6218
C -1.2786 -1.8495 4.0091
O 1.0695 1.0488 -3.1142
C -0.9012 0.3553 -0.4607
F -0.4958 -0.0676 0.3380
F 1.0190 0.5700 -0.4854
F -0.1867 -0.2591 0.0842
H -0.1918 0.1876 -0.5393
H -0.2086 -0.1054 -0.2464
H 0.0746 -0.3033 0.0534
H 0.3941 0.6963 -0.3943
H 0.1800 -0.1690 -0.2860
C -0.7525 -0.7709 0.2625
C -0.3698 -0.3089 0.0450
O 1.0564 1.1644 -0.0115
C -0.4807 -0.8958 -0.3764
O 0.1875 0.2169 0.6675
C -0.0619 -0.6857 0.1805
F 0.2571 0.1687 -0.0077
F -0.4598 0.2307 -0.2781
F -0.2119 0.2682 -0.0719
H 0.2197 0.3085 0.0544
H 0.5193 -0.0518 -0.9341
H -0.0585 0.1966 -0.2139
H 0.3625 0.2273 0.6372
H -0.0863 -0.1087 0.0253